Molecular formula: C27H35AuN4OS
Method: DFT, wB97M-V/def2-TZVPD

```
69
Properties=species:S:1:pos:R:3:forces:R:3:lowdin_charge:R:1
Au 0.129279 0.813904 0.741655 0.8755 0.4966 -0.7593 1.200
C -1.195255 -1.370078 3.396209 -0.0240 -0.0188 0.0365 -0.063
C -0.257839 -2.415429 2.789858 -0.0350 -0.0103 0.0389 -0.368
C 1.186798 -1.920067 2.707322 -0.0832 -0.1102 -0.1093 -0.057
C -0.680421 -2.998232 1.449147 -0.0121 0.1386 -0.0151 -0.136
C -0.580694 -4.380110 1.309885 0.0413 -0.0735 -0.0024 -0.041
C -0.895611 -5.018234 0.127232 -0.0108 0.0068 -0.0233 -0.070
C -1.345172 -4.275984 -0.952285 0.0154 -0.0231 0.0320 -0.037
C -1.473351 -2.894881 -0.867697 0.0083 -0.0477 -0.0731 -0.129
C -1.992761 -2.093224 -2.056135 0.0057 0.0367 0.0153 -0.367
C -0.890767 -1.245387 -2.696392 0.0058 0.0104 -0.0435 -0.063
C -2.662690 -2.950625 -3.125844 -0.0103 -0.0098 -0.0063 -0.084
C -1.118481 -2.260340 0.339295 0.0101 0.0679 -0.1345 -0.162
N -1.248456 -0.832277 0.376266 -0.1599 -0.3796 0.1557 -0.057
C -2.442317 -0.343139 0.511219 -0.4930 0.5311 0.2718 -0.119
C -2.656833 1.043573 0.483984 -0.1229 0.0820 0.0891 -0.324
C -3.815301 1.817586 0.566932 0.0715 0.0160 0.0377 -0.020
C -3.402823 3.137924 0.431478 0.0391 -0.1924 -0.1038 -0.036
C -2.003817 3.142340 0.258019 -0.0887 0.1076 -0.1547 -0.226
N -1.564988 1.870681 0.304279 0.0499 0.0119 0.5304 -0.013
C -1.216547 4.379511 -0.129510 0.0231 -0.0135 0.0571 -0.546
C 0.241377 4.100885 -0.477341 0.0208 -0.0412 -0.0704 -0.083
C -1.283995 5.393489 1.019052 0.0491 -0.0209 0.0540 -0.041
C -1.891408 4.978083 -1.376378 -0.0395 0.0445 0.0224 -0.054
H -0.912253 -1.190785 4.434892 -0.0011 -0.0192 0.0025 0.082
H -2.230030 -1.720118 3.386808 0.0051 0.0149 -0.0099 0.085
H -1.158037 -0.408770 2.888272 0.0442 0.0282 -0.0126 0.044
H -0.265770 -3.261094 3.483858 -0.0160 -0.0179 -0.0288 0.124
H 1.261144 -1.154355 1.937587 0.1115 0.0063 0.2325 0.018
H 1.853424 -2.735408 2.417687 0.0128 0.0010 0.0334 0.087
H 1.525460 -1.508840 3.658867 -0.0161 0.0560 -0.0125 0.087
H -0.248085 -4.964100 2.160448 0.0006 0.0130 0.0043 0.114
H -0.808018 -6.094050 0.047908 0.0054 -0.0018 0.0011 0.104
H -1.611200 -4.788791 -1.865475 -0.0021 0.0139 -0.0093 0.100
H -2.756593 -1.402990 -1.687850 0.0172 -0.0065 0.0111 0.122
H -0.083902 -1.886347 -3.062882 -0.0019 0.0020 0.0049 0.086
H -0.477930 -0.519378 -1.996817 -0.0065 -0.0007 0.0246 0.042
H -1.289014 -0.688485 -3.546641 0.0084 -0.0147 -0.0065 0.083
H -1.941162 -3.585539 -3.644701 -0.0016 -0.0014 0.0021 0.080
H -3.121070 -2.302700 -3.873729 0.0020 -0.0002 -0.0025 0.081
H -3.442248 -3.589318 -2.708608 -0.0020 0.0014 0.0017 0.084
H -3.337437 -0.930687 0.715195 0.2474 -0.4887 -0.2701 0.154
H -4.821686 1.448076 0.689079 0.0032 0.0028 -0.0045 0.106
H -4.034987 4.009733 0.398729 -0.0150 0.0041 0.0007 0.103
H 0.780644 3.654833 0.357721 -0.0047 0.0278 0.0042 0.024
H 0.720362 5.042254 -0.758681 -0.0201 0.0064 -0.0157 0.083
H 0.314753 3.424543 -1.335126 -0.0158 -0.0053 0.0152 0.079
H -0.813617 4.984928 1.914558 0.0121 -0.0033 -0.0093 0.091
H -2.315293 5.657295 1.260783 -0.0018 -0.0144 -0.0069 0.078
H -0.755393 6.307088 0.737764 -0.0065 0.0017 -0.0003 0.084
H -1.873791 4.266426 -2.203979 0.0025 -0.0045 0.0053 0.089
H -1.352335 5.876245 -1.685985 0.0037 -0.0040 0.0035 0.083
H -2.929660 5.253337 -1.189156 -0.0001 0.0134 0.0036 0.072
O 1.122044 2.149905 1.634787 -0.2347 0.0208 -0.1467 -0.627
N 7.056793 -0.115763 -0.751657 0.0428 0.0103 0.0037 0.086
C 6.062406 -0.913654 -1.164859 0.0002 -0.0051 -0.0375 -0.819
S 6.342783 -2.209418 -2.137183 -0.0191 -0.0008 0.0523 0.690
C 4.690455 -0.546236 -0.678767 0.0307 -0.0272 -0.0127 -0.211
C 3.573684 -1.155854 -1.239173 -0.0080 0.0204 -0.0385 -0.021
C 2.319530 -0.807400 -0.788735 -0.1629 -0.0687 0.0590 -0.086
N 2.132891 0.104883 0.170003 -0.1165 -0.1493 0.3371 -0.058
C 3.186621 0.690397 0.731060 0.0527 -0.0129 -0.0571 -0.104
C 4.476456 0.384752 0.330250 -0.0153 0.0114 0.0663 0.012
H 7.989267 -0.326341 -1.064771 0.0019 0.0077 0.0022 0.099
H 6.904460 0.726412 -0.227007 -0.0313 0.0067 -0.0290 0.093
H 3.694364 -1.894493 -2.017743 -0.0048 -0.0009 0.0030 0.084
H 1.429064 -1.272158 -1.189495 -0.0084 -0.0137 -0.0155 0.094
H 2.919830 1.430160 1.484836 -0.0264 -0.0015 -0.0023 0.085
H 5.285149 0.881805 0.847700 -0.0021 -0.0167 0.0086 0.109
```
Forces are in eV/Å.

The calculation puts the calculated total energy at -1877.881957 hartree. The spin multiplicity is 1. For the HOMO energy, the calculation gives -7.72 eV. Its relative energy (zero: lowest compared OMol25 entry of this formula, charge and spin) is 0.0 kcal per mole. The calculation puts the LUMO energy at -0.035 hartree. For the frontier orbital gap, the calculation gives 6.8 eV. The strongest force on any atom comes out at 1.26 eV/Å.